# 1
The following is a quantum chemistry calculation of the ion C5H9NO3P with charge +1 at a distorted geometry, from OMol25.

The geometry in XYZ format:
```
19
C5H9NO3P ωB97M-V/def2-TZVPD
H -0.317 1.010 0.977
C -0.743 0.718 -1.604
C 1.684 1.692 0.673
C -0.411 -1.548 0.274
C 0.798 -0.804 0.672
H -0.502 -2.596 0.498
O -0.471 -1.555 -1.163
P -1.890 -0.786 -1.147
C 0.542 0.750 0.460
N -1.648 -0.832 0.507
H 1.476 2.579 -0.053
H 2.758 1.345 0.545
H 1.730 -1.223 0.223
H -0.796 1.136 -2.558
O 0.284 1.060 -1.059
H 1.747 2.074 1.798
H 0.846 -0.941 1.696
H -2.161 -1.051 1.324
O -2.927 -1.029 -2.064
```

* net charge: +1
* HOMO energy: -15.11 eV
* relative energy (zero: lowest compared OMol25 entry of this formula, charge and spin): 26.1 kcal/mol

# 2
The following is a quantum chemistry calculation of a structure of composition C2H12F4HgN2O12S4 at a distorted geometry, from OMol25.

The geometry in XYZ format:
```
37
C2H12F4HgN2O12S4 ωB97M-V/def2-TZVPD
O 4.298 -1.665 1.046
S 1.628 -3.444 1.123
N 1.861 -1.952 0.276
O 1.839 2.956 2.437
O -1.377 -2.205 -0.122
H -0.079 -1.326 -2.667
F 3.425 -0.802 -0.999
H -1.046 -1.207 2.565
N 1.183 1.576 0.378
H -3.039 2.831 -1.697
F 2.744 0.809 2.013
O 2.586 -3.823 2.117
S 2.282 2.174 1.314
H -0.235 -0.002 3.072
O -0.531 -0.448 2.265
Hg 0.257 -0.424 -0.004
O 3.474 2.576 0.627
O -0.828 3.340 0.272
F 0.315 2.508 -1.635
H -2.405 1.229 0.595
S 0.522 3.082 -0.140
O 1.408 4.194 -0.319
H -2.575 0.414 -2.140
S 3.387 -2.057 0.017
C -3.030 0.707 -1.197
H -2.298 -2.021 0.104
O 3.675 -3.213 -0.814
H -1.356 -3.139 -0.382
O 0.204 -0.482 -2.289
H -4.453 1.904 -2.227
C -3.735 2.041 -1.414
O 0.955 -4.424 0.336
H -3.810 0.017 -0.855
H 0.644 -0.010 -3.012
F 0.447 -2.913 2.093
O -2.034 0.800 -0.184
H -4.303 2.400 -0.554
```

* HOMO energy: -10.56 eV
* relative energy (zero: lowest compared OMol25 entry of this formula, charge and spin): 26.6 kcal/mol

# 3
The following is a quantum chemistry calculation of a structure of composition C3H5FO at a distorted geometry, from OMol25.

The geometry in XYZ format:
```
10
C3H5FO ωB97M-V/def2-TZVPD
O 1.394 -1.595 -0.413
F 1.364 1.026 2.120
H 0.563 -0.935 2.113
C 1.051 -0.654 0.210
H 2.401 -0.560 1.737
H -0.012 1.196 0.251
H 0.377 0.269 -1.234
C -0.097 0.293 -0.274
H -0.857 -0.396 -0.516
C 1.516 -0.127 1.473
```

* HOMO energy: -9.77 eV
* relative energy (zero: lowest compared OMol25 entry of this formula, charge and spin): 58.7 kcal/mol

# 4
The following is a quantum chemistry calculation of an isolated molecule of C5H12N2S at a distorted geometry, from OMol25.

The geometry in XYZ format:
```
20
C5H12N2S ωB97M-V/def2-TZVPD
H 0.558 -0.593 -1.238
H -2.356 -0.457 1.063
H -0.239 2.813 0.054
C 0.742 -1.088 -0.294
H -0.699 1.727 -1.113
N -2.139 -0.164 -0.982
H 2.328 -1.194 1.132
N -0.132 1.861 -0.249
H -3.073 0.219 -0.904
C -0.669 0.934 0.766
H 2.774 -1.730 -0.457
C 2.208 -0.966 0.069
H 0.067 -0.882 1.665
H 1.875 1.411 -0.218
H -2.121 -1.067 -1.395
C -0.169 -0.488 0.689
C -1.611 -0.167 0.316
H 0.472 -2.135 -0.413
H -0.814 1.335 1.760
S 2.998 0.630 -0.252
```

* HOMO energy: -8.26 eV
* relative energy (zero: lowest compared OMol25 entry of this formula, charge and spin): 19.9 kcal/mol
* SMILES: N[C@@H]1[C@H](N)[C@@H]1CCS